No. 1
Below is C24H42IrN2OSi2 as an isolated structure, with properties calculated with ωB97M-V/def2-TZVPD.

```
72
C24H42IrN2OSi2, DFT ωB97M-V/def2-TZVPD
Ir 0.26482 0.42223 1.66425
N 1.77460 0.09765 3.01799
C 1.55232 -0.84460 4.15622
C 0.24467 -0.55068 4.88306
C -0.86427 -1.56091 4.57804
C -1.12045 -1.87667 3.11001
N -1.34450 -0.64941 2.29444
H 2.52764 -0.28597 2.44557
H 2.12159 0.98148 3.39062
H 2.40297 -0.76827 4.83383
H 1.55827 -1.85094 3.73821
H -0.07568 0.46234 4.63157
H 0.41316 -0.56601 5.96028
H -1.78929 -1.21142 5.04432
H -0.62685 -2.51243 5.06032
H -2.01064 -2.50614 3.05322
H -0.30909 -2.41857 2.62692
H -1.98779 -0.02674 2.78081
H -1.77795 -0.95644 1.42044
C 2.13002 4.79597 1.61265
Si 1.49172 3.18939 0.91408
C 2.93120 2.08541 0.41224
C 0.36534 3.48273 -0.53051
C 0.50558 2.31485 2.32061
H 2.67846 5.36695 0.86102
H 2.80294 4.62673 2.45636
H 1.30221 5.41676 1.96171
H 3.50482 2.58035 -0.37595
H 2.59151 1.12691 -0.00340
H 3.63502 1.88939 1.22666
H 0.94043 3.54796 -1.45678
H -0.18288 4.42015 -0.41655
H -0.36211 2.67890 -0.64449
H -0.39732 2.92431 2.43309
H 1.10591 2.44030 3.23259
C -2.71226 -2.64770 -0.51193
C -1.55920 -2.63079 -1.51639
C -0.62945 -3.81537 -1.23078
C -2.14184 -2.76216 -2.92815
Si -0.52308 -1.03350 -1.37020
O -0.00616 -0.92996 0.17863
C -1.53732 0.50091 -1.77703
C -2.57922 0.91172 -0.93449
C -3.29998 2.07051 -1.18740
C -2.99773 2.84338 -2.30029
C -1.97420 2.45444 -3.15016
C -1.24886 1.29871 -2.88569
C 0.94230 -1.15896 -2.53583
C 0.83429 -1.22544 -3.92822
C 1.96123 -1.33574 -4.73055
C 3.22356 -1.38075 -4.15426
C 3.35447 -1.31473 -2.77610
C 2.22359 -1.20487 -1.97764
H -3.26181 -3.59149 -0.59864
H -3.42582 -1.83878 -0.67832
H -2.34368 -2.60768 0.51969
H -1.19232 -4.75298 -1.29457
H -0.19395 -3.75052 -0.22955
H 0.18947 -3.86569 -1.95032
H -2.79316 -3.64122 -2.97793
H -1.35795 -2.89907 -3.67184
H -2.73994 -1.89087 -3.20861
H -2.85435 0.30798 -0.07625
H -4.10599 2.36399 -0.52604
H -3.56115 3.74462 -2.50392
H -1.73304 3.05533 -4.01784
H -0.43863 1.02066 -3.54920
H -0.13757 -1.18063 -4.40421
H 1.85471 -1.38514 -5.80656
H 4.10235 -1.46852 -4.77982
H 4.33825 -1.35437 -2.32485
H 2.32807 -1.17092 -0.89824
```

- Energy: -49187.5808 eV
- Charge: +1
- ΔE to the lowest compared entry with this formula, charge and spin: 1.152 eV
- Gap between HOMO and LUMO (spin up / spin down): 7.434 / 7.435 eV
- Lowest unoccupied orbital energy (spin up / spin down): -3.76 / -3.76 eV

=====

No. 2
Below is C36H72BBeBrCl5F10N5O7S2 as an isolated structure, with properties calculated with ωB97M-V/def2-TZVPD.

```
140
C36H72BBeBrCl5F10N5O7S2, DFT ωB97M-V/def2-TZVPD
C 0.94159 -5.90788 4.51473
C 0.66954 -4.67277 4.02507
C 1.47060 -4.04920 2.91215
C 0.60805 -3.01815 2.13284
C 0.05353 -3.70864 0.85015
O -0.06307 -2.82288 -0.25281
C 1.20080 -2.31635 -0.64284
C 0.93761 -1.18984 -1.66746
C 1.61976 -1.57291 -3.00446
C 1.77756 -0.41596 -3.96110
F 2.59325 -0.83061 -4.95504
F 2.29918 0.66099 -3.38235
F 0.63055 -0.02621 -4.57541
C 2.08150 -1.82383 0.54006
C 3.34289 -2.69087 0.66698
N 4.06692 -2.44786 1.91383
C 4.88446 -3.64349 2.23372
N 1.33510 -1.75288 1.82446
C 0.43988 -0.56457 1.78296
C -0.23881 -0.23849 3.12256
C -1.74922 -0.51242 2.97595
C -2.31887 0.64472 2.13434
C -3.32957 0.08947 1.10160
C -4.39781 -0.82849 1.68122
C -5.47871 -1.21490 0.65810
C -5.20184 -2.57001 0.00380
C -5.17556 -3.74932 0.97728
C -5.15062 -5.10935 0.25713
C -3.77367 -5.31750 -0.40713
C -3.46477 -6.80407 -0.80098
C -2.41920 -7.37659 0.18262
C -0.97131 -7.20073 -0.32481
C -0.02898 -7.24638 0.89428
H 1.19159 -5.99401 5.57176
H 0.94565 -6.81720 3.91782
H -0.14234 -4.10321 4.48634
H 2.38409 -3.59961 3.30578
H 1.78397 -4.86390 2.24511
H -0.25935 -2.85256 2.76662
H 0.70430 -4.53155 0.54114
H -0.95773 -4.04670 1.06986
H 1.77342 -3.09061 -1.17353
H 1.31415 -0.22141 -1.32986
H -0.13424 -1.07730 -1.84117
H 0.97890 -2.30772 -3.49438
H 2.61378 -1.95629 -2.78001
H 2.42107 -0.82407 0.26673
H 3.99046 -2.40839 -0.17474
H 3.08387 -3.74321 0.52804
H 4.72266 -1.68518 1.78960
H 5.76318 -3.37443 2.81361
H 5.20795 -4.14431 1.31240
H 4.26323 -4.37351 2.75631
H 1.99648 -1.58806 2.59335
H 0.97501 0.33401 1.47850
H -0.33632 -0.68255 1.02724
H -0.15206 0.80749 3.41152
H 0.11059 -0.88842 3.93312
H -2.27288 -0.72492 3.90868
H -1.84764 -1.42967 2.38341
H -1.50113 1.04733 1.52771
H -2.76580 1.42452 2.75021
H -3.81051 0.96890 0.62696
H -2.77039 -0.39176 0.29163
H -4.79840 -0.34262 2.58106
H -3.94289 -1.75305 2.03831
H -6.43281 -1.28855 1.18658
H -5.52180 -0.44968 -0.12601
H -6.01650 -2.76119 -0.70662
H -4.28238 -2.58382 -0.59102
H -4.22342 -3.70811 1.53180
H -5.95775 -3.69328 1.74170
H -5.90379 -5.07731 -0.52685
H -5.30161 -5.93738 0.94633
H -2.97359 -4.96512 0.25790
H -3.77383 -4.73740 -1.33688
H -4.43295 -7.41081 -0.73444
H -3.11763 -6.81736 -1.83694
H -2.48101 -6.79220 1.10730
H -2.63025 -8.42894 0.38434
H -0.69787 -8.01250 -1.00094
H -0.88769 -6.23133 -0.82683
H -0.09576 -8.21657 1.39306
H 1.01500 -7.04803 0.63093
H -0.36192 -6.50983 1.63382
Cl 4.07818 1.87074 -4.61078
B 1.34606 3.23406 1.04196
F 1.97785 2.11036 0.44178
F -0.08423 3.02753 0.99439
F 1.74270 3.32168 2.37291
F 1.67695 4.39685 0.35073
C -0.10700 2.15171 -7.14345
C -1.45844 1.74113 -6.59985
N -2.52375 2.73620 -6.84543
C -2.37658 4.01174 -7.33475
C -3.60484 4.58543 -7.32759
N -4.48360 3.64061 -6.84870
C -3.80771 2.52663 -6.57929
C -5.92364 3.81644 -6.65232
H 0.23534 3.08473 -6.69410
H 0.62923 1.38407 -6.91949
H -0.14437 2.28939 -8.22530
H -1.39527 1.58899 -5.52251
H -1.77619 0.80162 -7.05080
H -1.41247 4.38224 -7.62928
H -3.95604 5.56209 -7.60757
H -4.22875 1.61118 -6.19941
H -6.16519 3.64472 -5.60503
H -6.46537 3.11197 -7.28011
H -6.22091 4.85572 -6.93261
O -4.07002 3.25807 1.87216
H -4.23607 3.97153 2.52291
H -3.31927 3.47521 1.27009
H -4.87836 3.01838 1.37670
C 5.69877 4.60967 1.89477
Cl 6.96476 5.26053 0.83749
Cl 5.75701 5.41693 3.45467
Cl 4.11729 4.86585 1.15748
Cl 5.96234 2.86698 2.11798
F 5.30737 1.20705 -2.79202
Be -6.72081 6.31398 -8.05340
Br -6.40882 -7.90062 -0.88892
C 4.17345 8.71157 -0.92824
C 2.76201 8.74201 -0.37020
O 2.15687 7.45471 -0.43090
H 4.16511 8.36595 -1.96326
H 4.63278 9.70102 -0.89077
H 4.79630 8.01707 -0.36057
H 2.13498 9.42093 -0.94952
H 2.76973 9.08382 0.67039
H 2.70805 6.85998 0.09174
N 7.87139 7.75588 7.73139
S 6.29237 7.77197 7.63312
O 5.71529 6.86314 6.69295
O 5.65617 9.04072 7.79032
F 5.97334 7.06391 9.02688
S 8.59303 8.33473 6.45742
O 9.98170 8.00761 6.43602
O 8.22771 9.65680 6.05983
F 8.01761 7.42816 5.27220
```

- Energy: -242848.2837 eV
- Gap between HOMO and LUMO: 1.002 eV
- Lowest unoccupied orbital energy: -5.12 eV

=====

> Look up the energy of the second one.

-242848.2837 eV

=====

> What is the formula in the first record?

C24H42IrN2OSi2

=====

> What is the energy in the second record?

-242848.2837 eV